## 1
ORCA calculation (wB97M-V/def2-TZVPD) on 2 unconnected molecules or ions with the total composition CH8NS.

CARTESIAN COORDINATES (ANGSTROEM)
N -1.15459 1.87886 -0.46001
H -1.79549 2.18639 0.27384
H -0.61986 1.04396 -0.14894
H -0.51569 2.65616 -0.64309
H -1.62959 1.70279 -1.34950
C 0.86463 -2.04179 0.27378
S 1.47608 -0.34539 0.12642
H 1.59813 -2.63206 -0.29850
H -0.05017 -2.16765 -0.28706
H 0.89976 -2.45351 1.27363
H 0.92678 0.17224 1.23941

The HOMO-LUMO gap comes out at 9.142 eV. Its total charge is +1.

---

## 2
ORCA calculation (wB97M-V/def2-TZVPD) on 2 unconnected molecules or ions with the total composition CH8NS.

CARTESIAN COORDINATES (ANGSTROEM)
N 0.69819 1.87431 0.70712
H 0.46989 0.92038 0.37924
H 1.52175 2.17102 0.17864
H 0.99594 1.73750 1.67554
H -0.10641 2.46950 0.49070
C -0.37252 -1.82722 -0.18683
S -0.77463 -0.26340 -1.10271
H -0.29430 -2.59039 -0.94441
H -1.13366 -1.98280 0.55973
H 0.63368 -1.71709 0.19979
H -1.63794 -0.79182 -1.95680

The HOMO-LUMO gap comes out at 9.171 eV. Its total charge is +1.

---

Stability check: which of them is least stable? 2.

---

## 1
ORCA calculation (wB97M-V/def2-TZVPD) on 4 unconnected molecules or ions with the total composition CH10NO3.

CARTESIAN COORDINATES (ANGSTROEM)
C 1.32893 0.01134 -0.40758
N 1.06680 -0.44636 0.74450
H 2.25215 -0.19946 -0.92528
H 0.57318 0.61760 -0.88032
H 0.04821 -0.47154 1.00708
H 1.71609 -1.07005 1.20695
H 0.21337 -1.75453 -2.89516
H 0.94398 -0.69754 -3.68103
O 0.43714 -0.81413 -2.86796
H -1.59448 2.37388 1.16725
H -0.39765 2.75003 1.97559
O -0.80137 1.97108 1.55228
H -2.04772 0.01658 1.31215
H -2.15427 -1.47537 1.55421
O -1.58435 -0.81151 1.13732

The HOMO-LUMO gap comes out at 11.331 eV. Its total charge is +1.

---

## 2
ORCA calculation (wB97M-V/def2-TZVPD) on 4 unconnected molecules or ions with the total composition CH10NO3.

CARTESIAN COORDINATES (ANGSTROEM)
C -0.29686 -0.99303 1.54084
N 0.57341 -0.75621 0.59388
H -1.35297 -0.79953 1.22448
H 0.11768 -1.26170 2.56536
H 1.58829 -0.76503 0.81411
H 0.43877 0.01365 -0.15915
H -3.71190 0.66262 -3.66363
H -3.25740 -0.32116 -2.77444
O -3.08396 0.60672 -2.94609
H -0.78930 1.88493 -0.17080
H -1.28555 1.67119 -1.76875
O -0.56770 1.54544 -1.03798
H 3.89089 0.16263 1.56430
H 4.21363 -1.00112 2.37789
O 3.52297 -0.64940 1.83997

The HOMO-LUMO gap comes out at 9.278 eV. Its total charge is +1.

---

Stability check: which of them is least stable? 2.

---

## 1
ORCA calculation (wB97M-V/def2-TZVPD) on a gas-phase ion, C5H10N2P (charge +1).

CARTESIAN COORDINATES (ANGSTROEM)
C -0.83779 2.14312 -1.31158
N -0.56217 1.80891 -0.09148
C 0.24235 0.78487 0.33710
P 0.57795 -0.63117 -0.84623
C -0.86346 -0.77169 -1.84825
C 0.35777 -1.79536 0.56310
C 1.00125 -1.08923 1.75883
N 0.65341 0.40759 1.55466
H -0.11558 2.07158 -2.14928
H -1.64734 2.87837 -1.47322
H -1.11520 2.34900 0.61590
H -1.22292 -1.80607 -1.91726
H -1.09220 0.00447 -2.55921
H 1.14016 -2.50156 0.25460
H -0.59016 -2.22385 0.57130
H 0.81697 -1.31990 2.83165
H 2.06290 -1.33917 1.59290
H 1.19405 1.03009 2.11647

As for the SMILES: C=[NH+]C1=P(=C)CCN1. The HOMO-LUMO gap (spin up / spin down) comes out at 7.502 / 7.175 eV. Its total charge is +1.

---

## 2
ORCA calculation (wB97M-V/def2-TZVPD) on a gas-phase ion, C5H10N2P (charge +1).

CARTESIAN COORDINATES (ANGSTROEM)
P 3.03934 -0.49622 0.15156
N 1.37047 -0.08324 -0.43694
C 0.67010 0.95426 -0.11948
C -0.79611 0.85264 -0.32917
C -1.18528 0.29017 1.11330
C -1.33943 -1.16002 0.89137
C -1.46836 -1.40475 -0.41464
N -1.20681 -0.20025 -1.23163
H 3.49247 0.93538 0.08628
H 3.57046 -0.56034 -1.25376
H 0.84615 -0.64506 -1.00430
H 1.00774 1.70784 0.42722
H -1.33580 1.85219 -0.70809
H -0.44140 0.54279 1.84289
H -2.26099 0.80160 1.31515
H -1.51003 -1.70907 1.79142
H -1.82453 -2.39582 -0.72997
H -1.96253 0.17547 -1.76024

As for the SMILES: P/[NH+]=C/[C@@H]1CC=CN1. The HOMO-LUMO gap comes out at 8.472 eV. Its total charge is +1.

---

Stability check: which of them is least stable? 1.

---

## 1
ORCA calculation (wB97M-V/def2-TZVPD) on C5H12 in the gas phase.

CARTESIAN COORDINATES (ANGSTROEM)
C -0.96051 2.08268 0.88228
C -0.11583 0.81550 0.60811
C -0.43257 0.12160 -0.69380
C 0.08625 -1.33994 -0.77465
C 1.38773 -1.68278 -0.18200
H -1.94541 1.92221 0.48130
H -1.00180 2.14056 1.97423
H -0.45463 2.98629 0.54917
H 0.88476 1.20278 0.49716
H -0.31520 0.06333 1.38031
H -1.52567 -0.07011 -0.85404
H -0.20181 0.73506 -1.58650
H -0.70039 -2.02759 -0.36271
H -0.03905 -1.54697 -1.85125
H 2.17010 -1.23400 -0.86744
H 1.48459 -1.41387 0.90157
H 1.67944 -2.75477 -0.10173

As for the SMILES: CCCCC. The HOMO-LUMO gap comes out at 11.685 eV.

---

## 2
ORCA calculation (wB97M-V/def2-TZVPD) on C5H12 in the gas phase.

CARTESIAN COORDINATES (ANGSTROEM)
C -2.15205 -0.65062 0.16535
C -1.43395 0.60673 -0.26658
C 0.04390 0.74573 0.21888
C 0.98105 -0.36690 -0.29854
C 2.45447 -0.14132 0.09952
H -3.13365 -0.71670 -0.28903
H -2.27313 -0.63499 1.26664
H -1.55242 -1.51910 -0.16430
H -2.00358 1.45322 0.11876
H -1.49455 0.69224 -1.35169
H 0.03448 0.73024 1.31390
H 0.42586 1.70434 -0.10974
H 0.68883 -1.31486 0.12224
H 0.93028 -0.45915 -1.39658
H 3.13871 -0.90001 -0.26584
H 2.56129 -0.04243 1.17772
H 2.78448 0.81358 -0.34070

As for the SMILES: CCCCC. The HOMO-LUMO gap comes out at 12.324 eV.

---

Stability check: which of them is least stable? 1.

---

## 1
ORCA calculation (wB97M-V/def2-TZVPD) on 2 unconnected molecules or ions with the total composition C4H6ClN3.

CARTESIAN COORDINATES (ANGSTROEM)
C 1.79832 1.01767 0.35504
C 0.61526 0.53425 0.03951
C -0.67986 1.15391 -0.21099
N -1.54776 0.18953 -0.34355
N -1.02169 -1.02036 -0.26962
C 0.25733 -0.91986 -0.29506
N 1.16354 -1.89431 -0.01188
H 2.04848 2.03916 0.67597
H 2.67415 0.38165 0.40555
H -1.06781 2.19113 -0.30617
H 2.17786 -1.63528 0.14028
H 1.04543 -2.80855 -0.27806
Cl -4.40230 0.52776 0.22380
H -3.06095 0.24329 -0.12481

As for the SMILES: C=C1C=NN=C1N.Cl. The HOMO-LUMO gap comes out at 7.986 eV.

---

## 2
ORCA calculation (wB97M-V/def2-TZVPD) on C4H6ClN3 in the gas phase.

CARTESIAN COORDINATES (ANGSTROEM)
C -0.58939 1.23399 0.71912
C 0.35160 0.02192 0.69830
Cl 1.65521 0.43530 2.11013
C -0.29521 -1.26423 1.16207
N -0.67920 -2.11882 0.30666
N -0.44597 -1.66292 -0.96108
C 0.20416 -0.56071 -1.05611
N 0.72413 0.08241 -2.06660
H -0.80151 1.79102 1.65337
H -1.54940 1.03557 0.17016
H -0.16713 2.18257 0.20818
H -0.50808 -1.47716 2.12451
H 1.62481 0.46924 -2.06873
H 0.47599 -0.16818 -2.99998

As for the SMILES: C[C@@]1(Cl)C=NN=C1N. The HOMO-LUMO gap comes out at 9.032 eV.

---

Stability check: which of them is least stable? 2.

---

## 1
ORCA calculation (wB97M-V/def2-TZVPD) on C2H3ClO2 in the gas phase.

CARTESIAN COORDINATES (ANGSTROEM)
O 0.24840 1.34687 0.92851
C 0.79203 0.31689 0.26813
Cl 2.39604 -0.06870 0.60439
C -0.04411 -0.64047 -0.45612
O 0.37498 0.36325 -1.25935
H -0.02653 2.08174 0.28368
H 0.45131 -1.63928 -0.62352
H -1.10719 -0.73082 -0.24500

As for the SMILES: O[C@@]1(Cl)CO1. The HOMO-LUMO gap comes out at 11.000 eV.

---

## 2
ORCA calculation (wB97M-V/def2-TZVPD) on C2H3ClO2 in the gas phase.

CARTESIAN COORDINATES (ANGSTROEM)
O -0.72213 0.53389 -1.33638
C -0.09244 -0.29947 -0.49999
Cl 0.65092 -1.78303 -1.01651
C 0.54550 0.27253 0.95525
O -0.65189 -0.54739 0.79677
H -1.59898 0.70989 -1.12710
H 1.42028 -0.18466 1.10174
H 0.44875 1.29823 1.12622

As for the SMILES: O[C@@]1(Cl)CO1. The HOMO-LUMO gap comes out at 10.266 eV.

---

Stability check: which of them is least stable? 2.

---

## 1
ORCA calculation (wB97M-V/def2-TZVPD) on H4O2Si in the gas phase.

CARTESIAN COORDINATES (ANGSTROEM)
O 1.06358 -0.62747 -0.16709
Si -0.12687 0.43886 -0.05625
O -1.38702 -0.62027 0.12579
H 1.79584 -0.53688 -0.75137
H 0.06594 1.41015 -1.13048
H -0.08208 1.13243 1.13268
H -1.32938 -1.19682 0.84672

As for the SMILES: O[SiH2]O. The HOMO-LUMO gap comes out at 11.797 eV.

---

## 2
ORCA calculation (wB97M-V/def2-TZVPD) on 2 unconnected molecules or ions with the total composition H4O2Si.

CARTESIAN COORDINATES (ANGSTROEM)
O -1.74663 0.99808 0.44338
O -0.95224 0.52203 -0.66175
Si 1.14613 -0.63080 0.11426
H -2.56169 1.24187 -0.04567
H 1.84895 0.20216 0.91838
H 1.94369 -0.55051 -1.12761
H 0.32180 -1.78283 0.35901

The HOMO-LUMO gap comes out at 7.282 eV.

---

Stability check: which of them is least stable? 2.

---

## 1
ORCA calculation (wB97M-V/def2-TZVPD) on a molecular structure, CH3NOP2S.

CARTESIAN COORDINATES (ANGSTROEM)
C 0.42758 0.19219 1.45570
N 1.36716 -0.20324 0.53759
O -0.83152 -1.36193 0.00499
P -1.17987 -0.36422 1.31703
P 0.77257 -1.28477 -0.47515
S 1.11918 -2.21800 -2.11382
H 0.89549 0.59073 2.32789
H -0.94216 2.09076 -1.45097
H -1.62844 2.55848 -1.60326

The HOMO-LUMO gap comes out at 7.803 eV.

---

## 2
ORCA calculation (wB97M-V/def2-TZVPD) on 2 unconnected molecules or ions with the total composition CH3NOP2S.

CARTESIAN COORDINATES (ANGSTROEM)
C 1.60437 0.78020 0.04734
N 0.47172 1.08833 -0.34126
P -0.53853 2.39269 -0.49975
O -1.88669 2.11925 -0.01116
H 2.20187 -0.10657 -0.35304
H 1.97148 1.28716 0.97157
P -3.25945 -0.29549 0.55662
S -2.65403 -1.14720 -1.03290
H -2.48422 -0.88944 1.59703

As for the SMILES: C=NP=O.P=S. The HOMO-LUMO gap comes out at 7.561 eV.

---

## 3
ORCA calculation (wB97M-V/def2-TZVPD) on CH3NOP2S in the gas phase.

CARTESIAN COORDINATES (ANGSTROEM)
C 0.64414 1.02453 0.74156
N -0.45744 1.49703 0.39325
S -1.82019 0.93210 -0.19645
P -1.71125 -1.19719 -0.53582
O -0.22534 -1.48314 0.17958
P 1.11154 -0.74871 0.83316
H 1.46413 1.84672 0.92616
H -1.05115 -1.16610 -1.99580
H 2.04554 -0.70523 -0.34565

As for the SMILES: c1ns[pH]o[pH]1. The HOMO-LUMO gap comes out at 8.533 eV.

---

Stability check: which of them is least stable? 3.